Formula: C4H4O6Y
Source: the Open Molecules 2025 dataset
Level of theory: ωB97M-V/def2-TZVPD

Each line ends with the Löwdin spin population.
Geometry (Å):
Y (-1.27, -1.80, 1.28)  0.003
O (-1.95, -0.20, 2.35)  0.000
O (1.20, -0.68, -1.50)  0.027
O (-0.84, 0.31, 0.58)  0.001
O (-1.58, 1.99, 1.93)  0.000
O (0.06, -2.24, -0.31)  0.045
O (0.30, -2.37, -2.46)  0.867
C (0.04, 1.12, -0.27)  0.000
C (-1.48, 0.80, 1.74)  0.000
C (0.56, -1.77, -1.33)  0.048
C (1.33, 0.38, -0.51)  0.008
H (2.07, 1.06, -0.94)  0.000
H (-0.46, 1.41, -1.21)  0.000
H (0.26, 2.04, 0.27)  0.000
H (1.75, -0.06, 0.40)  0.000

Output
LUMO energy (spin up / spin down)   -0.3833 / -0.4380 Eh
Energy relative to the best compared isomer or geometry (same formula, charge and spin)   0.0 kcal per mole
E_tot   -17522.30286 eV
Charge   +2
Spin multiplicity   2

=====

Formula: C4H4OS
Source: the Open Molecules 2025 dataset
Level of theory: ωB97M-V/def2-TZVPD

Each line ends with the natural charge from an NBO analysis.
Geometry (Å):
S (-2.56, 0.25, -0.22)  0.126
O (0.98, -1.28, -0.48)  -0.709
C (0.84, 2.01, -0.08)  -0.157
C (-0.06, 1.20, -0.06)  -0.090
C (-0.25, -1.25, 0.22)  -0.126
C (-0.95, 0.05, -0.05)  -0.174
H (1.52, 2.80, -0.11)  0.242
H (-0.18, -1.38, 1.31)  0.191
H (-0.79, -2.08, -0.24)  0.217
H (1.44, -0.32, -0.28)  0.479

Output
LUMO energy   -0.0405 Eh
Energy relative to the best compared isomer or geometry (same formula, charge and spin)   65.1 kcal per mole
E_tot   -17092.32133 eV
Charge   0
SMILES   C#CC(=S)CO

=====

Formula: C4H4OS
Source: the Open Molecules 2025 dataset
Level of theory: ωB97M-V/def2-TZVPD

Each line ends with the natural charge from an NBO analysis.
Geometry (Å):
S (-3.39, -0.92, 0.02)  0.010
O (-2.23, 1.47, 0.05)  -0.638
C (-0.64, -0.29, -0.21)  -0.142
C (2.03, -0.47, 0.06)  -0.684
C (-2.13, 0.11, -0.04)  0.161
C (0.56, -0.32, -0.03)  0.061
H (2.28, -0.08, 1.07)  0.246
H (2.47, 0.16, -0.73)  0.245
H (2.38, -1.48, -0.04)  0.246
H (-1.33, 1.82, -0.16)  0.497

Output
LUMO energy   -0.0049 Eh
Energy relative to the best compared isomer or geometry (same formula, charge and spin)   48.5 kcal per mole
E_tot   -17093.04282 eV
Charge   0
SMILES   CC#CC(O)=S

=====

Formula: C4H4OS
Source: the Open Molecules 2025 dataset
Level of theory: ωB97M-V/def2-TZVPD

Each line ends with the natural charge from an NBO analysis.
Geometry (Å):
S (2.94, -0.36, -0.12)  -0.105
O (0.49, 0.72, 0.19)  -0.454
C (1.78, 0.79, -0.04)  0.064
C (-1.50, -0.31, 0.01)  -0.058
C (-0.13, -0.57, 0.19)  -0.180
C (-2.62, 0.03, -0.23)  -0.169
H (-3.61, 0.25, -0.53)  0.237
H (0.32, -1.34, -0.52)  0.246
H (0.17, -1.02, 1.19)  0.226
H (2.15, 1.80, -0.15)  0.192

Output
LUMO energy   0.0152 Eh
Energy relative to the best compared isomer or geometry (same formula, charge and spin)   62.1 kcal per mole
E_tot   -17092.45018 eV
Charge   0
SMILES   C#CCOC=S

=====

Formula: C4H4OS
Source: the Open Molecules 2025 dataset
Level of theory: ωB97M-V/def2-TZVPD

Each line ends with the natural charge from an NBO analysis.
Geometry (Å):
S (1.75, 3.14, 0.45)  0.088
O (-2.26, -0.94, -0.66)  -0.717
C (1.01, 0.60, -0.08)  -0.090
C (-0.91, -1.25, -0.38)  -0.129
C (1.91, 1.52, 0.55)  -0.342
C (0.15, -0.18, -0.35)  0.057
H (2.90, 1.19, 0.96)  0.231
H (-0.90, -2.17, -1.19)  0.233
H (-0.88, -1.58, 0.63)  0.196
H (-2.76, -0.34, 0.07)  0.473

Output
LUMO energy   -0.0356 Eh
Energy relative to the best compared isomer or geometry (same formula, charge and spin)   84.7 kcal per mole
E_tot   -17091.47140 eV
Charge   0
SMILES   OCC#CC=S

=====

Formula: C4H4OS
Source: the Open Molecules 2025 dataset
Level of theory: ωB97M-V/def2-TZVPD

Each line ends with the natural charge from an NBO analysis.
Geometry (Å):
S (-2.30, -0.20, -0.61)  0.106
O (1.10, -1.67, 0.41)  -0.468
C (-1.77, -1.49, -1.33)  -0.463
C (1.22, 1.99, 0.94)  -0.238
C (1.12, 0.70, 0.87)  -0.324
C (1.12, -0.50, 0.46)  0.634
H (1.06, 2.52, 1.87)  0.189
H (1.66, 2.77, 0.31)  0.198
H (-2.41, -2.26, -1.71)  0.182
H (-0.81, -1.85, -1.22)  0.183

Output
LUMO energy   -0.0236 Eh
Energy relative to the best compared isomer or geometry (same formula, charge and spin)   86.9 kcal per mole
E_tot   -17091.37813 eV
Charge   0
SMILES   C=C=C=O.C=S